Entry 1:
The following is a quantum chemistry calculation of a gas-phase ion, C29H38N3O5 (charge +1), from the Open Molecules 2025 dataset.

Structure (XYZ):
```
75
Properties=species:S:1:pos:R:3:forces:R:3:mulliken_charge:R:1
C -1.3783 4.3144 0.0751 -0.2824 -0.0049 -0.1180 -1.099
C -0.0025 4.1684 0.6135 0.0146 -1.9088 -0.0961 -0.146
O 0.1779 2.4906 0.5228 0.2305 1.3841 0.4722 -0.151
C 1.2773 2.0582 1.0407 0.1198 0.7968 0.0331 0.053
C 1.3063 1.3690 2.3939 1.3424 0.3142 -0.3994 1.004
C 2.7646 1.0457 2.6575 0.5985 -0.5485 0.5762 -1.662
O 2.4266 2.3481 0.5075 -1.4430 -0.3879 -1.0824 -0.333
C 2.4917 2.8087 -0.9693 0.0861 -0.0538 0.8402 -0.039
C 3.6947 3.7012 -1.0353 0.1706 0.2323 -0.0516 -1.332
H -1.6953 5.3606 0.0690 0.1797 -0.0002 0.0928 0.454
H -1.4244 3.9469 -0.9521 -0.0106 0.0515 0.0935 0.266
H -2.0767 3.7502 0.6937 -0.0047 0.0791 -0.0768 0.285
H 0.8030 4.5653 -0.0005 -0.0954 0.0465 0.2576 0.358
H 0.1178 4.3230 1.6884 0.0311 0.1269 -0.3040 0.283
H 0.9747 2.1302 3.1138 0.0864 0.2442 -0.1904 0.417
H 2.8632 0.4360 3.5740 0.0594 0.4672 -0.5109 0.444
H 3.1847 0.4864 1.8096 -0.0395 -0.0260 0.3917 0.361
H 3.3504 1.9623 2.7676 -0.0222 -0.2062 0.0482 0.435
H 2.5920 1.8939 -1.5634 -0.0193 0.1064 0.3830 0.256
H 1.5615 3.3152 -1.2338 0.2105 -0.2776 0.1066 0.266
H 3.8634 3.9758 -2.0795 0.0413 -0.0501 0.0646 0.447
H 3.5376 4.6305 -0.4747 0.0386 -0.2237 -0.0570 0.327
H 4.5911 3.1995 -0.6539 -0.2273 0.0916 -0.1234 0.326
C 1.1159 -2.4625 -3.5987 0.4075 -0.2543 0.0431 -0.993
N 0.2528 -1.7477 -2.6994 -0.5332 0.3468 -0.0986 0.256
C -0.8778 -1.1198 -3.1418 0.0871 0.1123 -1.0559 0.241
O -1.2107 -1.0098 -4.3193 0.2711 -0.0966 1.5455 -0.700
C -1.6027 -0.5601 -1.9173 0.0681 -0.0135 -0.2146 0.021
C -3.0410 -1.1053 -1.7887 0.0620 -0.1005 0.1459 -0.593
C -3.9211 -0.6709 -2.9443 -0.0808 -0.1107 0.1495 0.581
C -4.5282 -1.6245 -3.7650 0.1354 0.3975 -0.2973 -0.432
C -5.2186 -1.2180 -4.9141 0.1300 0.1438 0.3933 -0.572
C -5.3438 0.1436 -5.2089 0.0596 -0.0937 0.0925 -0.462
C -4.7966 1.0982 -4.3448 0.0788 -0.2061 0.2090 -0.702
C -4.0998 0.6891 -3.2027 -0.0832 -0.0632 -0.4317 -0.217
N -0.6853 -0.9232 -0.8317 -0.5533 -0.3401 -0.1414 0.710
C -0.7740 -0.3808 0.4014 0.0814 -0.3823 0.4717 -0.589
C 0.0647 -0.6913 1.4312 -0.3937 -0.4323 -0.2040 -1.296
C 0.3321 0.2121 2.5887 -1.8974 -1.5434 0.9470 0.384
C 0.7018 -0.6852 3.8129 -0.3452 0.4497 0.3252 -0.542
C 1.5898 -1.7549 3.7068 0.7217 -0.3094 0.4417 -0.036
C 2.0596 -2.3977 4.8777 -1.2607 1.5330 -0.3622 -0.341
N 3.1914 -3.2767 4.7629 2.5529 -2.1593 -0.2706 0.983
O 3.6881 -3.7532 5.8069 -1.2071 1.0499 -2.0195 -0.584
O 3.6612 -3.5049 3.6194 -1.1364 0.5515 2.2296 -0.589
C 1.5570 -2.0676 6.1418 0.4316 -0.2740 -0.4135 -0.448
C 0.5818 -1.0839 6.2356 -0.3769 0.1490 -0.4239 -0.752
C 0.1538 -0.4091 5.0816 0.1763 0.0388 -0.2140 -0.471
C 0.4002 -1.8240 -1.2496 -0.2295 -0.3295 -0.2014 0.404
C 0.1773 -3.2760 -0.7750 -0.0093 0.0664 -0.1918 -1.530
C 1.7886 -1.3463 -0.8259 0.1826 0.0413 0.0129 -1.261
H 0.7936 -2.2877 -4.6254 -0.0541 0.0070 0.1932 0.387
H 2.1427 -2.1142 -3.4734 0.0140 -0.0339 -0.1827 0.287
H 1.0960 -3.5337 -3.3779 -0.0283 0.0327 -0.1698 0.319
H -1.6474 0.5389 -2.0210 0.0534 -0.3249 0.0709 0.197
H -2.9957 -2.2065 -1.7368 -0.0824 0.3749 0.0749 0.279
H -3.4530 -0.7268 -0.8389 0.0946 -0.2115 -0.1673 0.347
H -4.4132 -2.6826 -3.5185 -0.0406 0.2900 -0.1966 0.326
H -5.6411 -1.9709 -5.5758 0.0176 0.1982 0.1126 0.376
H -5.8717 0.4595 -6.1132 0.2061 -0.1068 0.3502 0.364
H -4.8939 2.1617 -4.5624 -0.0485 -0.2766 0.0261 0.366
H -3.6557 1.4261 -2.5236 -0.2042 -0.1748 -0.3097 0.397
H -1.6727 0.2281 0.5629 0.7278 0.7255 -0.3402 0.498
H 0.3437 -1.7405 1.5649 0.6224 0.6617 -0.5934 0.692
H -0.6251 0.6966 2.8245 -0.0316 0.0048 0.2232 0.627
H 2.0061 -2.0906 2.7501 -0.0589 0.3216 0.4837 0.615
H 1.9589 -2.5874 7.0074 -0.1350 0.1846 -0.1204 0.515
H 0.1511 -0.8345 7.2064 0.1221 -0.0885 -0.3199 0.396
H -0.6392 0.3485 5.1266 0.4435 -0.2199 0.2335 0.409
H -0.7222 -3.6975 -1.2449 0.1856 0.1622 0.1984 0.350
H 1.0366 -3.8884 -1.0740 -0.1806 0.0617 0.1264 0.449
H 0.0793 -3.3292 0.3121 0.0009 -0.0315 -0.1746 0.239
H 1.9457 -0.3073 -1.1367 -0.0130 -0.1131 -0.0038 0.112
H 1.9110 -1.4098 0.2568 0.1406 -0.0169 -0.3697 0.117
H 2.5484 -1.9813 -1.2935 -0.1559 0.1496 0.0393 0.646
```
Positions in Å, forces in eV/Å.

Properties
Net charge: +1
Energy relative to the best compared isomer or geometry (same formula, charge and spin) in kcal per mole: 0.0
E_tot in Ha: -1667.91657
LUMO energy in eV: -4.16
Gap between HOMO and LUMO in eV: 6.17

Entry 2:
The following is a quantum chemistry calculation of 2 unconnected molecules or ions with the total composition C29H38N4O2S, from the Open Molecules 2025 dataset.

Structure (XYZ):
```
74
Properties=species:S:1:pos:R:3:forces:R:3:mulliken_charge:R:1
C 2.4339 3.3391 2.9023 0.0919 0.1242 0.0123 -1.107
N 2.5845 2.0968 2.1444 0.1990 -0.1060 0.7709 0.138
C 3.8331 1.4895 2.1712 -0.2790 -0.0140 0.3084 0.173
S 5.1871 2.2559 2.7858 -0.6397 -0.3706 -0.5028 -0.309
N 3.8250 0.1626 1.7602 0.4930 0.3710 -0.5628 0.025
C 5.1120 -0.5304 1.7618 0.1514 -0.0719 0.1504 -1.219
C 2.7948 -0.4046 0.9789 0.7782 -1.7823 -0.7190 0.021
O 3.0134 -1.4400 0.3296 -0.3232 1.6818 1.0972 -0.658
C 1.4952 0.2332 1.0927 -1.0329 -0.7190 -0.4944 1.436
C 0.3881 -0.3661 0.5176 0.0851 0.0469 3.2515 -0.087
C -0.9688 0.1214 0.7825 -0.2593 0.2381 -0.5673 0.315
C -1.4084 1.4301 0.5008 0.1266 -0.4289 0.5092 -0.709
C -2.6486 1.8801 0.9429 0.1106 -0.8675 0.1925 0.358
C -3.4914 0.9948 1.6792 0.8095 -0.3596 -0.4136 0.327
N -4.7399 1.3864 2.0728 -0.4672 0.3363 0.6092 0.061
C -5.3502 2.5781 1.5230 0.1034 -0.0321 -0.2313 -0.651
C -4.3435 3.7102 1.4119 0.0360 0.0265 0.1942 -0.898
C -3.0876 3.2798 0.6529 -0.1430 0.5705 -0.4410 -0.607
C -5.6832 0.4159 2.5901 0.0316 -0.2075 -0.1429 -0.625
C -5.0130 -0.5773 3.5244 0.0742 0.0756 0.1097 -0.886
C -3.8253 -1.2477 2.8461 -0.3039 -0.6005 0.1242 -0.772
C -3.0378 -0.3192 1.9845 0.3025 0.6230 -0.5582 0.358
C -1.8329 -0.7516 1.4657 0.4292 0.3535 -0.1372 -0.921
C 1.4429 1.2531 2.1459 -1.2218 0.6780 0.8032 -0.727
O 0.5625 1.3815 2.9926 1.1897 0.0549 -1.4862 -0.584
H 1.4300 3.7275 2.7237 0.1743 -0.0666 0.0311 0.324
H 2.5843 3.1626 3.9749 -0.0737 0.0882 -0.2327 0.355
H 3.1999 4.0280 2.5478 -0.2077 0.0166 0.0987 0.432
H 4.9353 -1.5989 1.6433 -0.0071 0.2103 -0.0204 0.367
H 5.7528 -0.1568 0.9546 -0.1269 -0.1446 0.1223 0.341
H 5.5969 -0.3028 2.7138 -0.0386 -0.2112 -0.2316 0.432
H 0.4542 -1.4459 0.3509 0.2399 0.5309 -0.6081 0.362
H -0.7442 2.0991 -0.0574 -0.2546 -0.1419 0.2178 0.532
H -5.7810 2.3604 0.5276 0.0301 0.0589 0.1243 0.287
H -6.1783 2.8504 2.1888 0.1454 0.0615 -0.1935 0.419
H -4.8228 4.5525 0.9068 0.1062 0.0065 0.0802 0.370
H -4.0608 4.0425 2.4173 -0.1021 -0.0825 -0.0771 0.307
H -2.2726 3.9724 0.8989 -0.1035 -0.1127 -0.0928 0.324
H -3.2613 3.3895 -0.4285 0.0282 -0.0501 0.1796 0.352
H -6.4685 0.9737 3.1122 0.0828 -0.1650 -0.0638 0.390
H -6.1597 -0.1307 1.7551 0.0048 0.0588 0.1182 0.295
H -4.6630 -0.0621 4.4255 -0.1289 0.0454 -0.1047 0.306
H -5.7424 -1.3303 3.8291 0.0281 0.0693 0.0800 0.367
H -3.1592 -1.6699 3.6093 -0.1291 0.0325 -0.1238 0.391
H -4.1653 -2.0986 2.2377 -0.0142 0.1359 0.1005 0.361
H -1.4913 -1.7705 1.6721 -0.1448 0.2552 -0.0051 0.459
C 2.1315 1.4820 -3.7944 -0.2444 -0.0678 0.2464 -0.991
C 2.8823 0.4274 -4.6077 0.2466 0.1508 0.1709 -0.929
C 2.3976 -1.0139 -4.4089 -0.0234 0.0624 -0.2947 -0.680
C 1.7452 -1.2897 -3.0699 -0.0488 1.5744 0.9434 0.295
N 1.4187 -2.5846 -2.8256 -0.1491 -0.7277 0.0171 -0.024
C 1.6577 -3.6680 -3.7494 0.1357 -0.2154 -0.3517 -0.693
C 1.1865 -4.9444 -3.0299 0.0208 -0.0515 -0.2814 -0.570
C 0.7148 -4.5255 -1.6325 0.0372 0.2534 0.2062 -0.784
C 0.8309 -2.9915 -1.5761 -0.0687 -0.2973 0.4197 0.303
C 1.5075 -0.3102 -2.1350 0.2996 -1.4064 -1.8080 0.965
C 1.9569 1.0855 -2.3153 0.3894 0.6185 -0.1167 -0.302
H 2.6797 2.4279 -3.8539 -0.1407 -0.0330 -0.0493 0.400
H 1.1392 1.6458 -4.2317 0.0713 -0.0362 0.0410 0.355
H 2.8231 0.6800 -5.6725 0.0373 -0.0223 0.1318 0.380
H 3.9475 0.4735 -4.3521 -0.1090 0.0365 0.0861 0.318
H 1.7025 -1.2690 -5.2292 0.0804 -0.0499 0.3953 0.328
H 3.2737 -1.6685 -4.5501 -0.3714 0.0376 0.1261 0.274
H 1.1104 -3.5229 -4.6955 0.1044 -0.0420 0.1932 0.307
H 2.7252 -3.7449 -4.0122 -0.2237 0.0318 0.0641 0.282
H 0.3731 -5.4040 -3.5980 0.1622 -0.0549 0.1042 0.268
H 2.0117 -5.6593 -2.9676 -0.2209 0.0131 -0.0545 0.294
H -0.3196 -4.8234 -1.4422 0.1871 -0.1120 -0.0061 0.294
H 1.3490 -4.9630 -0.8548 -0.1887 -0.0240 -0.1354 0.278
H 1.4689 -2.6944 -0.7274 -0.1637 0.0308 -0.3901 -0.188
H -0.1662 -2.5399 -1.4300 0.1546 0.0950 -0.1243 0.188
H 1.0627 -0.5715 -1.1866 0.1712 -0.1105 -0.6195 -0.823
H 2.9185 1.2417 -1.7950 -0.0862 0.0522 -0.0390 0.289
H 1.2467 1.7613 -1.8203 0.0904 0.0790 -0.1501 -0.056
```
Positions in Å, forces in eV/Å.

Properties
Net charge: 0
Energy relative to the best compared isomer or geometry (same formula, charge and spin) in kcal per mole: 6.5
SMILES: CN1C(=O)C(=Cc2cc3c4c(c2)CCCN4CCC3)C(=O)N(C)C1=S.C1=C(N2CCCC2)CCCC1
E_tot in Ha: -1895.53256
LUMO energy in eV: -0.78
Gap between HOMO and LUMO in eV: 5.99

Entry 3:
The following is a quantum chemistry calculation of 8 unconnected molecules or ions with the total composition C29H38N7O, from the Open Molecules 2025 dataset.

Structure (XYZ):
```
75
Properties=species:S:1:pos:R:3:forces:R:3:mulliken_charge:R:1
C 0.3118 0.1035 0.4080 0.7245 0.2965 3.0040 -1.106
O -0.2922 -1.1115 0.7380 0.1264 1.3922 -0.5451 -0.894
H 1.0398 0.4005 1.2170 -0.5334 -0.0085 -0.1884 0.238
H -0.3672 0.9865 0.3350 0.1201 -0.6570 -0.3132 -0.152
H 0.9568 0.0115 -0.4020 0.8191 0.1496 -2.1607 0.601
N -3.1842 1.9345 -0.5240 0.1198 3.9779 -4.6107 0.326
C -4.4812 2.1845 -0.8990 0.3677 0.5873 0.5492 -0.048
C -4.3712 3.3125 -1.7370 1.2452 -1.3910 0.4213 -0.869
C -2.9652 3.6005 -1.9180 -0.8675 -0.4244 1.0137 -0.586
C -2.1792 2.7825 -1.1480 -5.4371 -1.5972 0.7410 -0.604
H -2.9062 1.3485 0.1210 1.2216 -4.0083 3.8938 0.517
H -5.3392 1.5485 -0.4100 1.9088 1.6309 -1.2632 0.265
H -5.0982 3.8605 -2.2740 -0.8743 0.1855 -0.2081 0.421
H -2.6592 4.4445 -2.4390 0.7049 1.1692 -1.1309 0.489
H -1.1892 2.5035 -0.9830 1.4390 0.2229 0.0794 0.408
N 1.5428 -1.7885 2.8830 -4.4361 0.8020 0.4918 0.359
C 1.2248 -2.1325 4.2010 1.0550 -1.5214 0.0315 -0.442
C 2.4358 -2.5875 4.6630 1.0192 -0.6104 0.5301 -0.294
C 3.4708 -2.4675 3.6090 1.7395 -0.9553 2.3545 -0.618
C 2.8448 -1.8875 2.5430 -0.9271 0.0916 -2.7364 -0.029
H 0.7298 -1.7045 2.2420 1.0556 0.7102 -0.1746 0.076
H 0.2268 -2.3595 4.7770 1.8732 1.0612 -2.0425 0.280
H 2.5098 -3.0655 5.6600 0.4540 0.4693 -0.8073 0.338
H 4.5758 -2.8355 3.7640 -2.4552 1.1033 -0.5775 0.247
H 2.9718 -1.5685 1.4000 0.6448 -1.0165 2.9417 0.134
N 4.5468 -0.1225 -2.8150 0.4833 -2.1079 -3.1370 -0.104
C 5.5828 0.7045 -2.3820 1.4621 -0.5433 -2.1544 -0.099
C 5.3378 0.9975 -1.1080 -1.7379 1.0381 3.8779 -1.154
C 4.0148 0.3685 -0.7490 -1.1966 -0.4261 0.5292 0.395
C 3.5948 -0.3705 -1.8070 2.9913 1.3678 -1.8359 -0.441
H 4.6578 -0.7525 -3.7000 -0.4330 1.8747 2.4047 0.275
H 6.5228 1.0335 -3.0320 -2.5196 -1.0676 1.4058 0.264
H 5.9398 1.6245 -0.3810 -0.8783 -0.8266 -1.3116 0.295
H 3.1528 0.3335 0.0020 2.3345 0.9287 0.0534 0.387
H 2.7608 -0.9845 -2.0460 -0.5373 -0.1820 0.1804 0.237
N -0.7382 -1.1315 -2.1890 5.6646 -2.5359 -0.4501 0.784
C -1.6872 -0.5335 -2.8360 -2.6622 0.5633 1.3699 -0.318
C -1.9732 -1.0505 -4.0350 8.1530 -3.2674 2.4272 -1.260
C -0.7872 -1.9725 -4.2700 0.1143 -0.0478 -0.5423 -0.520
C 0.0048 -1.8875 -3.0860 -2.3659 -1.0231 -2.0598 -0.539
H -0.4682 -1.2195 -1.2090 -0.7187 0.8791 0.1799 -0.068
H -2.0872 0.1445 -2.1800 -2.2992 1.9391 0.6114 0.498
H -2.7092 -0.8745 -4.6000 -5.3241 1.5196 -4.4083 0.790
H -0.5552 -2.6255 -5.2600 -0.5593 1.8320 2.7124 0.193
H 0.9208 -2.3985 -2.8320 -0.2245 -0.1070 0.1668 0.470
N 1.4148 5.9935 -0.4310 -0.0601 -2.2495 0.0942 -0.042
C 1.3178 4.6205 -0.9050 0.1254 4.1236 -1.9076 -0.964
C 1.8508 3.9005 0.0440 0.7349 0.2440 4.2901 0.016
C 2.0848 4.8085 1.2350 -0.0970 -1.3476 -1.4051 -0.720
C 1.7998 6.1005 0.8860 0.0697 -4.6453 -1.9676 -0.424
H 1.0298 6.6905 -0.9440 -1.2561 2.5034 -1.6128 0.130
H 1.0618 4.4465 -1.9870 0.2098 0.1560 1.5686 0.330
H 2.0518 2.8675 0.0520 0.0884 -1.0121 -0.0363 0.869
H 2.4128 4.4845 2.1990 0.2490 -0.1767 0.2654 0.388
H 1.9938 6.8915 1.5060 -0.0750 2.3357 0.6991 0.440
N -0.6892 -3.5665 0.6470 -0.2691 -2.3487 -0.5955 0.203
C -0.1512 -4.6545 1.3720 1.5370 2.9831 0.1954 -0.425
C -0.5162 -5.8615 0.8370 -3.1693 3.9096 -2.4506 -0.537
C -1.5302 -5.5615 -0.3090 3.7860 2.5578 3.4681 -0.932
C -1.4702 -4.1635 -0.3680 0.2276 0.0105 0.9548 -0.194
H -0.3792 -2.4715 0.7470 -0.7761 -2.1831 -0.6516 0.425
H 0.6408 -4.2505 2.1530 -1.7180 -1.7433 -1.4501 0.022
H -0.1102 -6.7105 1.1680 1.0083 -3.4646 1.0457 0.562
H -2.0812 -6.1975 -0.9310 -0.4556 -0.8191 -0.6681 0.448
H -1.9362 -3.5085 -1.0830 -0.2643 0.0491 -0.1381 0.327
N -2.4912 -0.0385 1.4850 2.0316 -0.9233 -0.6289 0.195
C -2.7182 1.0695 2.3220 -5.4697 -7.0542 -2.6626 -0.693
C -4.0282 0.9555 2.6810 1.6408 -6.9265 -4.7915 -0.941
C -4.6112 -0.2995 1.9540 5.1441 3.2969 1.4522 -0.838
C -3.5812 -0.8795 1.2530 0.3327 0.9399 0.3385 -0.270
H -1.5532 -0.4045 1.1370 -0.5601 0.0120 0.7008 0.330
H -2.0572 1.6785 2.6630 4.4007 3.6686 1.5805 0.755
H -4.4732 1.6975 3.0620 -3.9621 5.0754 3.3832 0.598
H -5.5122 -0.5865 1.6920 -4.8490 -1.0087 -0.1319 0.655
H -3.6112 -1.8435 0.5520 0.5415 2.5697 1.7491 0.146
```
Positions in Å, forces in eV/Å.

Properties
Net charge: -1
Energy relative to the best compared isomer or geometry (same formula, charge and spin) in kcal per mole: 102.6
E_tot in Ha: -1586.04819
LUMO energy in eV: 2.58
Gap between HOMO and LUMO in eV: 7.77